This record from OMol25 describes a molecular structure, C41H37Br5F3LaN4O6PS4 at a distorted geometry. The level of theory is ωB97M-V with the def2-TZVPD basis set.

CARTESIAN COORDINATES (ANGSTROEM)
La (0.215, -0.055, 0.561)
Br (2.996, -6.476, 2.281)
C (1.787, -5.050, 1.998)
C (0.466, -5.150, 2.402)
Br (-0.168, -6.703, 3.273)
C (-0.400, -4.074, 2.172)
Br (-2.199, -4.094, 2.770)
C (0.002, -2.904, 1.519)
O (-0.802, -1.893, 1.321)
C (1.373, -2.793, 1.112)
O (1.790, -1.648, 0.580)
C (2.222, -3.867, 1.377)
Br (4.044, -3.608, 0.930)
Br (4.403, -0.928, 7.472)
C (3.015, -0.687, 6.200)
C (1.889, 0.031, 6.558)
C (0.877, 0.204, 5.622)
C (0.997, -0.325, 4.341)
C (2.152, -1.016, 3.993)
C (3.155, -1.215, 4.927)
N (-0.036, -0.134, 3.373)
C (-1.224, -0.357, 3.749)
C (-2.409, -0.125, 2.896)
C (-3.662, -0.415, 3.403)
C (-4.775, -0.209, 2.598)
C (-4.591, 0.279, 1.320)
C (-3.295, 0.550, 0.897)
N (-2.231, 0.362, 1.665)
H (1.804, 0.457, 7.549)
H (-0.001, 0.786, 5.882)
H (2.265, -1.404, 2.990)
H (4.044, -1.769, 4.657)
H (-1.437, -0.776, 4.734)
H (-3.758, -0.811, 4.406)
H (-5.769, -0.436, 2.967)
H (-5.422, 0.435, 0.646)
H (-3.109, 0.926, -0.105)
C (5.531, -1.017, -1.111)
C (4.863, 0.321, -1.101)
C (5.198, 1.285, -1.962)
C (4.491, 2.606, -2.043)
N (4.588, 3.465, -0.816)
C (3.374, 1.721, 0.320)
S (2.313, 1.560, 1.767)
N (3.909, 0.473, -0.115)
C (4.971, 3.412, -3.224)
H (6.193, -1.109, -1.971)
H (4.783, -1.811, -1.150)
H (6.111, -1.149, -0.193)
H (6.003, 1.110, -2.667)
H (3.575, -0.342, 0.378)
H (4.734, 2.849, -4.127)
H (6.045, 3.576, -3.165)
H (4.453, 4.371, -3.248)
C (-0.223, 3.577, 3.213)
C (-1.348, 3.386, 2.218)
O (-0.949, 2.660, 1.045)
C (-1.375, 3.618, -0.956)
C (-0.841, 4.534, -2.032)
H (-0.561, 4.236, 4.021)
H (0.646, 4.022, 2.727)
H (0.091, 2.623, 3.638)
H (-1.742, 4.346, 1.889)
H (-2.167, 2.804, 2.643)
H (-2.355, 3.956, -0.604)
H (-1.468, 2.601, -1.336)
H (-0.771, 5.565, -1.680)
H (-1.521, 4.488, -2.885)
H (0.143, 4.209, -2.373)
F (5.631, 2.273, 0.891)
C (4.472, 2.821, 0.451)
F (5.775, 4.189, -0.817)
F (4.158, 3.772, 1.357)
S (2.123, 2.357, -0.879)
O (3.076, 2.418, -2.239)
O (-0.446, 3.643, 0.131)
O (1.270, 1.156, -1.134)
S (-2.446, 1.330, -3.508)
P (-2.389, -0.590, -3.065)
S (-1.209, -1.316, -1.610)
C (-4.089, -1.149, -2.645)
C (-4.364, -1.856, -1.480)
C (-5.674, -2.228, -1.179)
C (-6.708, -1.900, -2.042)
C (-6.434, -1.201, -3.216)
C (-5.134, -0.824, -3.514)
C (-2.048, -1.598, -4.559)
C (-1.706, -1.003, -5.766)
C (-1.447, -1.791, -6.885)
C (-1.535, -3.172, -6.800)
C (-1.876, -3.772, -5.592)
C (-2.128, -2.990, -4.476)
H (-3.545, -2.116, -0.816)
H (-5.880, -2.782, -0.269)
H (-7.727, -2.186, -1.805)
H (-7.239, -0.948, -3.896)
H (-4.916, -0.264, -4.417)
H (-1.645, 0.078, -5.817)
H (-1.173, -1.322, -7.824)
H (-1.335, -3.785, -7.672)
H (-1.935, -4.852, -5.521)
H (-2.377, -3.452, -3.526)

Cartesian forces (eV/Å) of the 2 atoms listed first:
-1.177 2.500 0.323
-0.009 0.033 -0.005

Energy relative to the best compared isomer or geometry (same formula, charge and spin)   154.95 kcal per mole
Net charge   -1
F_max   0.0541 hartree/bohr
Calculated total energy   -473221.43893 eV
Orbital gap   6.3 eV